Molecular formula: C29H46N6O7PSSeSiTi
Method: DFT, ωB97M-V/def2-TZVPD

XYZ file:
```
93
Properties=species:S:1:pos:R:3:forces:R:3
Ti 1.38251 -0.84729 0.36583 -1.08 -0.44 0.65
Se 7.97164 2.25120 -2.07804 -0.36 -0.33 0.56
N 7.57554 1.17877 -0.62801 -0.86 0.78 -1.54
C 6.27863 0.97627 -0.69491 0.52 0.55 -0.66
C 5.58639 0.15162 0.30341 -0.07 0.06 -0.16
C 6.22288 -0.51809 1.37353 -0.34 0.01 0.00
C 5.45079 -1.27170 2.25699 0.59 0.33 -0.30
C 4.08097 -1.28002 2.08937 -1.35 0.92 -1.21
N 3.44099 -0.60164 1.08429 2.07 -0.59 -0.59
C 4.20225 0.06440 0.14597 -0.45 -0.56 1.32
C 3.49382 0.74364 -0.97407 -2.01 -0.14 0.00
N 2.12478 0.59766 -1.00423 0.31 0.28 -1.63
C 1.38482 1.15036 -2.02322 0.63 -0.67 1.93
C 1.93459 1.96954 -2.98838 0.62 0.21 -0.23
C 3.31237 2.14145 -2.98355 0.65 -0.62 0.69
C 4.10110 1.49903 -1.96451 -0.17 0.62 -0.47
C 5.54534 1.64359 -1.82917 1.22 0.51 -0.41
N 6.26222 2.38680 -2.67660 0.05 -1.56 2.00
H 7.29839 -0.43176 1.52093 -0.24 0.00 -0.25
H 5.87054 -1.85909 3.08563 -0.05 0.46 -0.51
H 3.44855 -1.81878 2.78858 -0.22 0.12 -0.31
H 0.31423 0.93998 -2.01364 0.20 -0.13 0.24
H 1.25724 2.44469 -3.70985 0.56 -0.25 0.20
H 3.83461 2.71330 -3.75240 -0.17 -0.06 0.33
N 0.65740 -1.53886 4.10269 0.56 1.50 0.47
N 0.60444 -2.87330 3.74489 0.16 -2.03 -0.83
C 0.83996 -3.23052 2.42218 0.44 0.26 -0.95
O 0.59661 -4.35951 1.98046 0.32 1.30 0.84
O 1.35250 -2.21494 1.71127 -0.65 -1.62 1.36
H 0.35792 -1.34870 5.05460 -0.07 -0.56 -0.20
H 0.05017 -1.05094 3.46482 -0.39 0.47 -0.09
H 0.30953 -3.60184 4.38264 -0.22 0.40 -0.25
C 3.46138 2.12292 2.59592 0.65 0.32 0.13
P 1.81131 1.59347 1.97343 -0.26 0.19 0.44
C 1.34618 3.05595 0.97003 -0.50 0.36 -0.40
C 0.85059 1.83096 3.53125 0.06 0.16 0.32
H 3.42523 3.07420 3.17103 -0.12 -0.55 -0.32
H 4.17952 2.28153 1.76079 -0.43 -0.20 0.48
H 3.86321 1.33488 3.26405 -0.15 0.40 -0.35
H 1.17828 3.93634 1.61169 0.02 -0.24 -0.22
H 0.41114 2.82752 0.40507 0.68 0.15 0.48
H 2.12722 3.31841 0.23191 -0.22 -0.25 0.35
H 0.97554 2.85148 3.96298 0.00 -0.65 -0.34
H 1.18880 1.07413 4.27245 -0.18 0.45 -0.48
H -0.20818 1.66106 3.30920 0.16 0.01 0.09
O 2.65608 -2.34753 -0.87422 -1.11 -0.58 -0.74
C 1.57440 -2.71835 -1.41383 -1.45 2.59 1.38
O 0.47683 -2.02358 -1.13999 2.32 -1.51 -0.50
H 1.48100 -3.55490 -2.12474 0.21 0.11 0.26
C -1.83723 0.83311 -4.13409 -0.14 -0.06 -0.98
C -2.09691 -0.42266 -3.33138 0.31 0.06 2.14
C -3.56258 -0.82820 -3.21914 -0.30 -0.07 -0.85
C -1.20601 -1.58144 -3.73430 0.29 -0.23 -0.95
O -1.64023 -0.03861 -1.97074 0.07 -0.03 -0.87
Si -2.27523 -0.35893 -0.51838 1.25 0.19 2.06
S -0.80303 0.09885 1.06288 -0.14 -0.17 -1.37
O -3.50730 0.62552 -0.15142 -0.83 1.00 -0.09
C -3.73614 2.09691 -0.01269 0.10 -2.43 -0.02
C -4.17193 2.24859 1.43091 0.15 0.69 0.90
C -4.86850 2.37611 -0.97169 -0.63 0.75 -0.68
C -2.47146 2.84398 -0.33728 0.86 1.33 -0.40
O -2.71559 -1.90994 -0.39179 -0.73 -0.44 0.20
C -3.47758 -2.69533 0.61665 0.74 0.78 -1.09
C -4.89087 -2.13294 0.67884 -0.21 0.53 0.56
C -2.73383 -2.63179 1.94061 0.08 -0.37 0.94
C -3.47398 -4.10290 0.03713 0.18 -0.44 0.08
H -2.11757 0.65041 -5.19105 0.08 0.25 0.43
H -0.76085 1.05697 -4.12024 -0.28 -0.04 0.03
H -2.38498 1.70978 -3.75378 0.08 -0.42 -0.07
H -3.94357 -1.03615 -4.23610 0.05 -0.04 0.38
H -4.16288 -0.00299 -2.81427 0.16 -0.22 0.01
H -3.69345 -1.73050 -2.59125 0.16 0.54 -0.36
H -1.49992 -1.91705 -4.75482 0.22 0.11 0.53
H -1.29744 -2.43257 -3.03803 0.03 0.52 -0.22
H -0.14282 -1.24650 -3.77437 -0.73 -0.31 0.12
H -5.10681 1.69450 1.64224 0.54 0.18 -0.21
H -4.35728 3.32156 1.66767 0.09 -0.59 -0.14
H -3.36314 1.89015 2.11197 -0.60 0.18 -0.53
H -5.76033 1.75702 -0.73181 0.64 0.34 -0.12
H -4.56423 2.17090 -2.02428 -0.16 0.11 0.72
H -5.16395 3.45386 -0.91257 0.16 -0.76 -0.04
H -1.68807 2.72340 0.42591 -0.50 -0.14 -0.08
H -2.68895 3.94352 -0.39603 0.12 -0.84 -0.05
H -1.99468 2.52866 -1.29687 -0.64 0.16 0.55
H -4.88073 -1.04340 0.91600 0.05 -0.82 -0.16
H -5.45881 -2.65081 1.47092 0.14 0.12 -0.32
H -5.40572 -2.27210 -0.27924 0.11 0.02 0.17
H -2.65946 -1.61786 2.37661 -0.15 -0.38 -0.47
H -1.70815 -3.03789 1.84857 -0.53 0.22 -0.12
H -3.26209 -3.25808 2.69383 0.21 0.25 -0.46
H -3.98715 -4.14422 -0.94011 0.18 0.12 0.43
H -3.98042 -4.78472 0.73371 0.02 0.09 -0.18
H -2.44042 -4.46999 -0.09127 -0.39 0.26 0.06
```
Positions in Å, forces in eV/Å.

Calculated values
HOMO-LUMO gap (spin up / spin down) in eV: 5.5 / 6.3
Energy above the lowest of the compared OMol25 structures with the same formula, charge and spin in kJ/mol: 0.0
Spin multiplicity: 2
<S²>: 0.7566
LUMO (spin up / spin down) in eV: -1.26 / -1.24

Molecular formula: C20H56N4NaO10P
Method: DFT, ωB97M-V/def2-TZVPD

XYZ file:
```
92
Properties=species:S:1:pos:R:3:forces:R:3
Na -0.04998 -0.05075 0.20428 -0.48 -0.35 0.52
P -2.62094 -0.30557 1.42796 -2.26 -1.18 1.10
O -4.11209 -0.07873 1.35360 -0.36 0.50 -0.29
O -1.80598 0.98955 1.31270 1.11 0.69 -1.13
O -2.15963 -1.26941 0.29728 1.14 0.47 -2.49
O -2.20897 -1.05774 2.68953 0.88 -0.21 1.61
C -0.27434 -3.61609 -1.06303 0.82 -1.37 -1.68
C -1.29314 -4.62823 -0.40844 1.00 3.24 -0.82
C -0.68371 -5.99706 -0.11002 -0.14 -0.65 -0.72
O -0.19996 -6.71548 -1.33858 -0.41 0.82 1.01
C 0.17197 -8.05752 -1.11227 -0.41 0.47 0.30
N -1.80959 -3.81225 0.70198 0.33 -3.43 1.03
H -0.02398 -4.03420 -2.03801 0.40 -0.01 -0.52
H 0.68715 -3.45515 -0.57544 0.00 -0.54 0.71
H -0.58226 -2.59117 -1.26994 -0.98 -0.24 0.39
H -2.11644 -4.69658 -1.11952 -0.01 -0.57 -0.19
H -1.44964 -6.62556 0.34430 -0.19 -0.12 0.08
H 0.13190 -5.92695 0.60968 0.30 0.12 -0.04
H 0.99619 -8.16221 -0.40672 0.42 0.16 0.02
H 0.42951 -8.52151 -2.06436 0.13 0.20 -0.06
H -0.63424 -8.64838 -0.67751 -0.44 -0.05 0.05
H -0.98167 -3.59104 1.23651 0.08 0.06 0.77
H -1.96127 -2.88294 0.33664 -1.02 1.15 -0.14
C 4.07855 -0.40450 -2.36967 0.67 0.41 0.04
C 3.28909 -0.10339 -1.09532 0.40 0.89 1.14
C 2.85493 1.33395 -0.89067 1.64 1.46 0.67
O 4.02313 2.09067 -0.40233 -0.23 -1.33 -0.74
C 3.95524 3.48440 -0.31584 0.69 -0.35 -0.40
N 2.07444 -0.83627 -1.11386 -1.23 -1.31 -0.22
H 3.92089 -1.43289 -2.69469 -0.45 0.03 -0.08
H 5.16687 -0.34405 -2.36787 0.10 0.51 0.52
H 3.72570 0.30932 -3.11403 -0.05 -0.25 -0.39
H 3.74631 -0.35985 -0.13967 0.74 -0.30 -0.23
H 2.14605 1.50573 -0.08068 -0.54 -0.63 -0.34
H 2.45442 1.67053 -1.84692 -0.03 0.67 -0.06
H 4.77276 3.76131 0.34981 -0.30 0.15 0.50
H 2.98866 3.86353 0.01593 -0.04 0.09 0.02
H 4.28806 3.90548 -1.26453 -0.58 0.40 -0.41
H 2.36958 -1.77837 -1.32701 -0.54 -0.61 0.39
H 1.55129 -0.59959 -1.94475 -0.44 0.32 -0.33
C -0.18637 3.41988 -2.83196 0.60 1.05 -0.41
C -0.70333 3.47264 -1.38769 0.30 0.60 -1.29
C -2.13651 4.02485 -1.34481 -1.19 -1.55 1.38
O -2.32635 5.31709 -1.77935 -0.35 2.43 -0.88
C -3.55972 5.95319 -1.43352 0.97 0.71 0.86
N -0.59841 2.12639 -0.90419 -0.75 -0.19 -0.49
H -0.16743 4.37712 -3.35295 -0.16 0.46 0.28
H -0.76513 2.79859 -3.51542 -0.19 -0.48 0.46
H 0.85556 3.10011 -2.84731 -0.01 -0.35 0.07
H -0.03614 4.04729 -0.74524 -0.05 0.71 -0.27
H -2.52664 3.90714 -0.33385 0.29 0.10 0.62
H -2.85969 3.41459 -1.88581 0.35 -0.80 -0.55
H -3.55640 6.97269 -1.81915 0.16 -0.19 -0.87
H -3.58696 6.21089 -0.37477 0.06 -0.69 0.57
H -4.51582 5.48299 -1.66345 0.29 -0.60 -0.43
H -1.31734 1.67708 -1.45317 -0.03 -1.22 -0.53
H -1.07769 2.03439 -0.01993 -0.27 -0.12 1.33
C 0.11529 5.17400 2.98674 0.53 -0.69 -1.58
C 0.10748 3.69242 2.39943 -0.49 -0.34 1.28
C 1.30957 2.86050 2.85365 -0.14 0.16 -0.01
O 1.28982 1.57883 2.23175 1.15 0.24 -0.28
C 2.29902 0.66591 2.70638 -1.01 0.12 -0.42
N -1.12756 2.98949 2.70759 0.23 1.82 0.87
H 0.86714 5.81126 2.52121 0.71 -0.25 -0.21
H 0.30886 5.28812 4.05332 -0.64 -0.34 0.12
H -0.77511 5.65981 2.58763 -0.49 -0.24 0.80
H 0.12873 3.72912 1.31026 0.22 0.36 -0.12
H 1.27108 2.72065 3.93395 -0.12 0.04 0.37
H 2.20868 3.44004 2.64425 0.68 -0.21 -0.27
H 1.89905 0.16583 3.58845 0.29 0.03 0.28
H 3.28584 1.10338 2.85772 -0.05 0.45 0.24
H 2.43997 -0.10678 1.95062 -0.27 -0.03 -0.13
H -1.10538 2.48032 3.57958 0.26 0.34 0.68
H -1.25831 2.18818 2.10682 -0.67 -0.82 -1.13
C 1.67600 -3.61957 2.66017 0.39 -0.75 1.54
C 0.60170 -2.80106 3.34271 -0.67 1.21 -2.55
O 0.08307 -2.03381 2.23395 3.09 -1.07 0.47
H 1.91784 -4.40148 3.38005 0.34 -0.61 -0.16
H 2.59118 -3.03352 2.57596 -0.06 0.17 -0.38
H 1.39499 -4.05494 1.70121 -0.17 0.17 0.15
H 1.06712 -2.18292 4.11043 0.04 0.31 0.22
H -0.22329 -3.33595 3.81321 0.07 -0.43 -0.08
H -0.74999 -1.61325 2.45922 -2.94 1.19 0.73
C -3.23353 -2.28072 -2.66898 -0.95 -0.66 0.29
C -3.11548 -0.76918 -2.96645 0.80 -1.15 1.94
O -2.11108 -0.25737 -2.08810 0.45 1.13 -3.14
H -2.28111 -2.80743 -2.72887 0.08 0.20 -0.76
H -4.03065 -2.78802 -3.21244 0.22 0.01 -1.07
H -3.56211 -2.62988 -1.69010 0.10 1.26 0.76
H -4.02147 -0.20000 -2.75832 -0.40 -0.26 -0.32
H -2.80480 -0.67708 -4.00716 0.09 0.39 -0.05
H -2.25306 -0.62283 -1.21181 -0.40 -0.95 2.43
```
Positions in Å, forces in eV/Å.

Calculated values
HOMO-LUMO gap in eV: 3.8
Energy above the lowest of the compared OMol25 structures with the same formula, charge and spin in kJ/mol: 22.9
LUMO in eV: 3.64
Total charge: -2